1.
{
  "formula": "C2H3FNO2",
  "method": "wB97M-V/def2-TZVPD",
  "species": ["O", "C", "O", "N", "C", "F", "H", "H", "H"],
  "positions_angstrom": [[3.067, -0.745, -0.061], [2.232, 0.037, -0.341], [2.087, 1.232, -0.544], [0.730, -0.755, -0.394], [-0.299, 0.120, -0.203], [-1.319, 0.211, -1.223], [1.007, -1.674, -0.054], [0.281, 1.099, -0.132], [-0.980, -0.096, 0.669]],
  "max_force_ev_per_a": 4.94,
  "homo_energy_ev": -4.7,
  "gap_ev": 9.18,
  "charge": -1,
  "e_lumo_ev": 4.480,
  "e_above_lowest_ev": 0.659
}

=====

2.
{
  "formula": "C35H36CoN3O3P2",
  "method": "wB97M-V/def2-TZVPD",
  "species": ["Co", "O", "N", "N", "O", "C", "C", "C", "C", "C", "C", "H", "H", "H", "H", "H", "C", "P", "C", "C", "C", "C", "C", "C", "C", "C", "C", "C", "C", "C", "P", "C", "C", "C", "C", "C", "C", "C", "C", "C", "C", "C", "C", "H", "H", "H", "H", "H", "H", "H", "H", "H", "H", "H", "H", "H", "H", "H", "H", "H", "H", "H", "H", "H", "H", "C", "N", "C", "C", "C", "O", "H", "H", "H", "H", "H", "H", "H", "H", "H"],
  "positions_angstrom": [[-1.352, 1.358, -1.599], [-1.484, 2.923, -2.347], [-0.319, 2.807, -1.741], [0.636, 2.222, -2.576], [0.503, 0.920, -2.616], [1.547, 2.913, -3.304], [1.402, 4.302, -3.455], [2.222, 4.967, -4.339], [3.207, 4.281, -5.042], [3.372, 2.913, -4.863], [2.550, 2.220, -4.003], [0.627, 4.810, -2.902], [2.083, 6.023, -4.508], [3.836, 4.808, -5.741], [4.134, 2.387, -5.412], [2.643, 1.155, -3.869], [-0.894, 0.981, 2.093], [-0.670, 0.391, 0.353], [-1.568, -1.196, 0.449], [-2.891, -1.088, 0.892], [-3.670, -2.214, 1.058], [-3.145, -3.470, 0.788], [-1.860, -3.578, 0.291], [-1.084, -2.447, 0.102], [1.155, 0.281, 0.243], [1.806, 1.511, 0.389], [3.174, 1.608, 0.232], [3.920, 0.484, -0.086], [3.281, -0.730, -0.250], [1.910, -0.830, -0.099], [-1.022, -0.518, 3.234], [-0.615, 0.175, 4.874], [-0.185, -0.760, 5.817], [0.172, -0.357, 7.087], [0.083, 0.983, 7.435], [-0.403, 1.905, 6.522], [-0.763, 1.504, 5.246], [0.643, -1.237, 2.941], [1.794, -0.476, 3.119], [3.037, -1.059, 2.978], [3.147, -2.405, 2.662], [2.005, -3.168, 2.493], [0.757, -2.587, 2.638], [-1.815, 1.564, 2.179], [-0.061, 1.628, 2.382], [-3.304, -0.111, 1.106], [-4.687, -2.118, 1.406], [-3.740, -4.356, 0.946], [-1.449, -4.546, 0.046], [-0.094, -2.563, -0.299], [1.229, 2.399, 0.614], [3.655, 2.569, 0.340], [4.987, 0.559, -0.228], [3.840, -1.614, -0.511], [1.457, -1.794, -0.225], [-0.112, -1.802, 5.534], [0.520, -1.089, 7.801], [0.375, 1.302, 8.423], [-0.504, 2.945, 6.797], [-1.145, 2.227, 4.538], [1.720, 0.567, 3.389], [3.924, -0.462, 3.125], [4.123, -2.857, 2.561], [2.086, -4.220, 2.261], [-0.138, -3.184, 2.534], [-3.168, -2.550, -2.696], [-3.102, -1.569, -3.760], [-3.182, -2.031, -5.129], [-2.802, -0.312, -3.441], [-2.674, 0.705, -4.531], [-2.623, -0.006, -2.236], [-3.751, -3.411, -3.009], [-3.632, -2.103, -1.819], [-2.167, -2.877, -2.410], [-3.446, -3.085, -5.137], [-2.225, -1.921, -5.642], [-3.939, -1.493, -5.699], [-3.453, 0.610, -5.279], [-1.709, 0.586, -5.022], [-2.716, 1.702, -4.095]],
  "max_force_ev_per_a": 4.68,
  "homo_energy_ev": [-10.0, -10.0],
  "gap_ev": [4.37, 4.54],
  "spin_multiplicity": 2,
  "charge": 1,
  "e_lumo_ev": [-5.605, -5.453],
  "e_above_lowest_ev": 3.789
}

=====

3.
{
  "formula": "C4H9NO2",
  "method": "wB97M-V/def2-TZVPD",
  "species": ["C", "C", "N", "C", "C", "O", "O", "H", "H", "H", "H", "H", "H", "H", "H", "H"],
  "positions_angstrom": [[1.802, 0.813, -0.019], [0.378, 0.369, 0.290], [0.177, -0.529, 1.428], [-0.270, -0.253, -0.977], [-1.670, -0.713, -0.652], [-2.042, -1.856, -0.623], [-2.472, 0.318, -0.307], [2.278, 0.129, -0.734], [2.469, 0.718, 0.840], [1.803, 1.819, -0.435], [-0.277, 1.208, 0.540], [0.360, -0.059, 2.307], [0.756, -1.359, 1.363], [-0.372, 0.550, -1.707], [0.364, -1.055, -1.341], [-3.283, -0.100, 0.029]],
  "max_force_ev_per_a": 1.01,
  "homo_energy_ev": -9.5,
  "gap_ev": 10.41,
  "e_lumo_ev": 0.858,
  "e_above_lowest_ev": 0.574
}

=====

4.
{
  "formula": "C12H20BMgNO15",
  "method": "wB97M-V/def2-TZVPD",
  "species": ["Mg", "O", "C", "O", "B", "O", "C", "O", "O", "C", "O", "C", "O", "O", "N", "O", "O", "O", "C", "O", "C", "C", "O", "C", "H", "H", "H", "H", "H", "H", "H", "H", "H", "H", "C", "O", "C", "C", "O", "C", "H", "H", "H", "H", "H", "H", "H", "H", "H", "H"],
  "positions_angstrom": [[0.381, -1.233, -0.425], [-2.422, 8.595, 0.184], [-2.907, 7.464, 0.045], [-2.558, 6.410, 0.741], [-3.440, 5.219, 0.419], [-4.243, 5.767, -0.703], [-3.956, 7.022, -1.026], [-4.550, 7.708, -1.838], [-4.253, 4.651, 1.566], [-4.032, 3.307, 1.663], [-4.380, 2.581, 2.570], [-2.970, 2.951, 0.596], [-2.673, 4.040, -0.062], [-2.376, 1.862, 0.487], [0.723, -0.438, -4.620], [0.217, 0.128, -5.529], [1.674, -1.061, -4.730], [0.277, -0.257, -3.475], [2.395, 1.774, 0.122], [2.603, 0.385, -0.155], [3.870, 0.074, -0.561], [4.009, -1.508, -0.816], [2.763, -2.257, -0.876], [3.068, -3.640, -0.849], [1.506, 1.984, 0.716], [2.326, 2.404, -0.765], [3.249, 2.155, 0.682], [4.606, 0.469, 0.139], [4.044, 0.638, -1.477], [4.625, -1.908, -0.010], [4.654, -1.575, -1.692], [3.598, -3.918, 0.062], [3.866, -3.867, -1.555], [2.257, -4.368, -0.861], [0.806, -1.595, 3.107], [0.356, -2.388, 1.965], [-0.814, -3.198, 2.387], [-1.386, -4.045, 1.235], [-1.210, -3.320, -0.026], [-1.699, -4.097, -1.131], [1.684, -1.008, 2.838], [1.109, -2.079, 4.035], [0.047, -0.859, 3.373], [-1.684, -2.656, 2.760], [-0.458, -3.816, 3.211], [-2.357, -4.447, 1.522], [-0.826, -4.971, 1.099], [-1.623, -3.673, -2.133], [-2.736, -4.371, -0.937], [-1.160, -5.033, -1.277]],
  "max_force_ev_per_a": 8.85,
  "homo_energy_ev": -8.5,
  "gap_ev": 4.54,
  "e_lumo_ev": -3.923,
  "e_above_lowest_ev": 8.438
}

=====

5.
{
  "formula": "C42H52I2LiN5O3SSi2",
  "method": "wB97M-V/def2-TZVPD",
  "species": ["Li", "I", "C", "I", "H", "H", "N", "C", "N", "N", "C", "N", "H", "H", "H", "H", "C", "C", "C", "C", "C", "C", "Si", "C", "C", "C", "C", "C", "C", "C", "C", "C", "C", "C", "C", "H", "H", "H", "H", "H", "H", "H", "H", "H", "H", "H", "H", "H", "H", "H", "N", "C", "C", "C", "C", "C", "C", "C", "C", "C", "H", "H", "H", "H", "C", "C", "C", "C", "O", "Si", "S", "O", "C", "C", "C", "C", "O", "C", "C", "C", "C", "H", "H", "H", "H", "H", "H", "H", "H", "H", "H", "H", "H", "H", "H", "H", "H", "H", "H", "H", "H", "H", "H", "H", "H", "H", "H", "H"],
  "positions_angstrom": [[-0.264, -0.823, -0.049], [-1.915, -0.948, 2.706], [-1.136, 0.978, 3.151], [-1.853, 2.580, 1.954], [-0.055, 0.926, 2.994], [-1.414, 1.211, 4.169], [-3.810, 2.456, -1.166], [-4.453, 1.617, -2.008], [-5.440, 2.167, -2.784], [-4.225, 0.355, -2.102], [-3.192, -0.169, -1.443], [-2.311, -0.656, -0.876], [-3.784, 3.435, -1.394], [-2.966, 2.093, -0.738], [-5.934, 2.954, -2.401], [-6.012, 1.473, -3.234], [5.131, -0.722, -3.298], [4.703, 0.497, -3.818], [3.458, 1.007, -3.460], [2.608, 0.325, -2.577], [3.067, -0.893, -2.060], [4.309, -1.415, -2.419], [0.871, 0.996, -2.056], [1.323, 2.885, -1.912], [1.128, 3.844, -2.922], [1.455, 5.189, -2.741], [2.000, 5.620, -1.537], [2.213, 4.690, -0.522], [1.871, 3.354, -0.705], [-0.045, 0.952, -3.752], [0.192, -0.064, -4.695], [-0.623, -0.244, -5.809], [-1.714, 0.589, -6.029], [-1.967, 1.615, -5.123], [-1.150, 1.779, -4.010], [6.103, -1.120, -3.571], [5.340, 1.047, -4.505], [3.140, 1.961, -3.874], [2.435, -1.442, -1.369], [4.633, -2.365, -2.003], [0.719, 3.532, -3.878], [1.290, 5.901, -3.546], [2.257, 6.664, -1.392], [2.643, 5.015, 0.421], [2.025, 2.645, 0.109], [1.035, -0.731, -4.537], [-0.405, -1.040, -6.514], [-2.357, 0.442, -6.889], [-2.810, 2.281, -5.289], [-1.354, 2.589, -3.315], [4.539, -9.609, -0.923], [3.954, -8.618, -0.879], [3.216, -7.383, -0.825], [2.537, -6.918, -1.954], [1.820, -5.738, -1.906], [1.746, -4.974, -0.726], [2.442, -5.457, 0.402], [3.157, -6.636, 0.356], [0.996, -3.771, -0.656], [0.339, -2.728, -0.584], [2.576, -7.503, -2.865], [1.299, -5.379, -2.785], [2.402, -4.872, 1.313], [3.675, -7.000, 1.233], [3.057, -2.199, 5.625], [3.814, -1.777, 4.372], [3.364, -2.643, 3.188], [5.319, -1.929, 4.591], [3.512, -0.391, 4.176], [3.537, 0.515, 2.765], [1.841, 0.388, 1.647], [3.879, 2.058, 3.305], [3.322, 2.840, 4.356], [4.042, 2.495, 5.661], [3.577, 4.294, 3.980], [1.818, 2.600, 4.511], [4.915, 0.032, 1.976], [5.875, 0.743, 1.179], [5.175, 1.655, 0.172], [6.682, -0.322, 0.452], [6.793, 1.559, 2.096], [3.284, -3.240, 5.875], [1.982, -2.098, 5.455], [3.338, -1.558, 6.466], [3.553, -3.700, 3.405], [3.905, -2.365, 2.281], [2.299, -2.492, 2.992], [5.578, -2.977, 4.776], [5.637, -1.325, 5.447], [5.847, -1.581, 3.701], [5.107, 2.735, 5.576], [3.941, 1.425, 5.851], [3.618, 3.057, 6.500], [4.648, 4.448, 3.821], [3.230, 4.970, 4.769], [3.056, 4.527, 3.048], [1.633, 1.550, 4.761], [1.311, 2.813, 3.566], [1.407, 3.237, 5.301], [4.488, 1.077, -0.453], [5.913, 2.144, -0.472], [4.597, 2.423, 0.696], [6.033, -0.864, -0.234], [7.097, -1.030, 1.176], [7.501, 0.133, -0.115], [6.197, 2.288, 2.645], [7.560, 2.081, 1.513], [7.280, 0.897, 2.820]],
  "max_force_ev_per_a": 0.87,
  "homo_energy_ev": -1.1,
  "gap_ev": 4.37,
  "charge": -2,
  "e_lumo_ev": 3.307,
  "e_above_lowest_ev": 0.377
}

=====

6.
{
  "formula": "C4H8O2",
  "method": "wB97M-V/def2-TZVPD",
  "species": ["C", "C", "O", "C", "C", "O", "H", "H", "H", "H", "H", "H", "H", "H"],
  "positions_angstrom": [[1.436, 0.351, 0.988], [0.419, -0.419, 0.558], [0.539, -1.723, 0.922], [-0.864, -0.035, -0.136], [-0.602, 0.984, -1.231], [-1.560, -1.127, -0.691], [1.815, 0.115, 1.982], [1.759, 1.271, 0.539], [1.504, -1.627, 1.102], [-1.481, 0.435, 0.653], [-0.135, 1.882, -0.818], [-1.545, 1.262, -1.705], [0.056, 0.547, -1.988], [-1.341, -1.915, -0.176]],
  "max_force_ev_per_a": 1.63,
  "homo_energy_ev": -8.9,
  "gap_ev": 9.75,
  "e_lumo_ev": 0.888,
  "e_above_lowest_ev": 2.189
}